(1)
The following is a quantum chemistry calculation of a structure of composition C28H49CsN7O9S2Se at a distorted geometry, from the Open Molecules 2025 dataset.

```
97
Properties=species:S:1:pos:R:3:lowdin_charge:R:1
Cs -0.553 -0.650 -0.092 1.5309
C 1.498 -2.766 3.668 -0.0163
N 0.046 -2.908 3.694 -0.1219
C -0.497 -4.060 4.410 -0.0434
C -0.719 -2.078 2.956 -0.4434
O -0.271 -1.098 2.364 -0.2733
C -2.208 -2.412 2.876 -0.1133
O -2.929 -1.484 2.106 -0.1350
C -3.119 -0.242 2.733 -0.1417
C -3.906 0.671 1.800 -0.4219
O -4.334 0.282 0.722 0.0585
N -4.043 1.939 2.274 -0.1279
C -3.285 2.428 3.430 -0.0622
C -4.657 2.957 1.434 -0.0397
H 1.951 -3.666 3.244 0.0885
H 1.882 -2.616 4.679 0.0910
H 1.763 -1.915 3.051 0.0882
H 0.308 -4.503 4.992 0.0901
H -0.884 -4.821 3.731 0.0324
H -1.286 -3.763 5.103 0.0873
H -2.619 -2.498 3.888 0.1294
H -2.315 -3.380 2.380 0.1114
H -2.163 0.235 2.965 0.1196
H -3.674 -0.369 3.670 0.1386
H -2.226 2.565 3.199 0.0557
H -3.397 1.765 4.290 0.0832
H -3.677 3.403 3.706 0.0869
H -5.144 2.470 0.596 0.0640
H -3.900 3.659 1.070 0.0517
H -5.401 3.512 2.011 0.0912
C 1.447 -3.664 -3.638 -0.0153
C 1.097 -2.317 -3.010 -0.5426
C 2.118 -1.255 -3.391 -0.0066
O -0.194 -1.974 -3.508 -0.0245
C 1.084 -2.578 -1.475 -0.7813
O 2.134 -2.404 -0.832 -0.0199
O -0.005 -3.011 -0.977 -0.3092
H 1.417 -3.574 -4.727 0.0856
H 0.716 -4.417 -3.327 0.0921
H 2.447 -3.975 -3.326 0.0878
H 2.276 -1.265 -4.472 0.0897
H 3.058 -1.444 -2.876 0.0844
H 1.767 -0.257 -3.110 0.0735
H -0.374 -1.054 -3.272 0.0581
Se -1.122 4.859 1.386 0.5007
C 0.695 5.122 1.857 -0.7648
C 1.271 6.400 1.924 -0.1567
C 2.618 6.536 2.225 -0.1922
N 3.447 5.516 2.473 0.0190
C 2.895 4.298 2.424 -0.1822
C 1.562 4.053 2.129 -0.1473
H 0.658 7.273 1.733 0.0804
H 3.066 7.526 2.271 0.0893
H 3.568 3.467 2.626 0.0936
H 1.187 3.038 2.100 0.0847
N 1.279 4.596 -1.200 0.0179
C 1.132 4.384 -2.637 -0.1572
C 1.196 2.887 -2.968 -0.5573
O 0.958 2.431 -4.056 0.0913
O 1.544 2.147 -1.918 0.0797
H 0.386 4.666 -0.703 -0.0084
H 1.817 5.416 -0.966 0.0838
H 1.666 2.808 -1.190 0.0917
H 1.964 4.841 -3.172 0.1250
H 0.213 4.779 -3.066 0.1118
C -3.596 -1.322 -2.716 -0.0144
N -3.829 0.114 -2.846 -0.0731
C -5.221 0.537 -2.810 -0.1643
C -5.332 1.956 -3.326 -0.1520
C -4.454 2.844 -2.469 -0.1577
N -3.112 2.295 -2.360 -0.0589
C -2.114 3.181 -1.781 -0.0372
C -2.831 0.959 -2.433 -0.4782
O -1.696 0.529 -2.186 -0.2265
H -4.246 -1.842 -3.420 0.0880
H -3.820 -1.673 -1.702 0.1011
H -2.564 -1.569 -2.949 0.0708
H -5.617 0.473 -1.788 0.1241
H -5.792 -0.151 -3.432 0.1178
H -6.367 2.299 -3.277 0.1141
H -5.002 1.993 -4.366 0.1207
H -4.900 2.956 -1.475 0.1063
H -4.369 3.843 -2.899 0.1221
H -2.121 4.133 -2.317 0.0940
H -1.137 2.720 -1.870 0.0683
H -2.302 3.387 -0.726 0.0147
S -1.415 -6.108 1.389 0.5362
C 0.213 -6.065 1.038 -1.1777
N 0.875 -5.141 0.373 -0.0298
C 2.322 -5.266 0.224 -0.2161
C 2.713 -6.687 0.642 -0.4278
S 1.313 -7.324 1.620 0.8663
H 0.405 -4.305 -0.037 0.0823
H 2.822 -4.508 0.825 0.1093
H 2.597 -5.070 -0.810 0.1116
H 3.610 -6.700 1.256 0.0660
H 2.859 -7.338 -0.215 0.0666
```

The net charge is -1. Its total energy is -5374.94552 hartree. For the LUMO energy, the calculation gives 1.81 eV.

(2)
The following is a quantum chemistry calculation of a structure of composition C13H26HgOP2 at a distorted geometry, from the Open Molecules 2025 dataset.

```
43
Properties=species:S:1:pos:R:3:nbo_charge:R:1
Hg 0.040 -0.360 -0.757 1.3813
H -0.910 -0.840 0.207 -0.1293
H -0.915 0.051 0.210 0.0607
P 0.018 -2.673 -1.187 0.7598
P 0.016 1.959 -1.163 0.8185
C 1.430 2.944 -0.498 -0.9646
H 1.359 4.009 -0.780 0.2247
H 1.446 2.851 0.601 0.2622
H 2.368 2.518 -0.891 0.2334
C 0.049 2.385 -2.958 -0.9539
H -0.821 1.915 -3.443 0.2530
H 0.028 3.479 -3.114 0.2208
H 0.963 1.960 -3.403 0.2354
C -1.447 2.918 -0.566 -0.9580
H -1.493 2.854 0.534 0.2596
H -1.393 3.979 -0.870 0.2274
H -2.359 2.459 -0.981 0.2448
C 0.228 -3.086 -2.972 -0.9416
H 0.184 -4.176 -3.143 0.2198
H -0.569 -2.580 -3.541 0.2566
H 1.199 -2.692 -3.313 0.2380
C 1.328 -3.703 -0.387 -0.9561
H 1.229 -3.622 0.708 0.2381
H 1.259 -4.763 -0.689 0.2284
H 2.314 -3.300 -0.672 0.2392
C -1.524 -3.597 -0.756 -0.9449
H -2.375 -3.109 -1.259 0.2530
H -1.465 -4.656 -1.065 0.2293
H -1.683 -3.542 0.334 0.2386
C 1.547 -0.362 0.434 0.2960
O 2.489 -0.364 1.131 -0.4836
H -1.257 -0.362 -1.898 -0.5880
C -0.164 1.157 4.436 -0.2274
C -0.193 -0.091 3.862 -0.2274
C -0.116 -0.230 2.478 -0.2554
C 0.026 0.861 1.505 -0.5046
C -0.007 2.133 2.224 -0.2117
C -0.081 2.262 3.618 -0.2269
H -0.225 1.270 5.510 0.2066
H -0.277 -0.969 4.491 0.2041
H -0.149 -1.257 2.139 0.1701
H -0.009 3.121 1.810 0.1740
H -0.090 3.248 4.070 0.2002
```

Its total energy is -1421.78905 hartree. For the LUMO energy, the calculation gives 0.60 eV.

(3)
The following is a quantum chemistry calculation of a structure of composition C15H23N6O3PdS3, from the Open Molecules 2025 dataset.

```
51
Properties=species:S:1:pos:R:3:nbo_charge:R:1
Pd -0.322 0.461 -0.442 0.8763
N 0.593 1.097 -3.028 -0.6561
N -0.397 1.919 -3.573 -0.4065
C -1.400 2.425 -2.857 0.3494
N -2.264 3.220 -3.475 -0.7339
S -1.677 2.153 -1.177 -0.0709
H 1.497 1.416 -3.359 0.3921
H 0.443 0.140 -3.335 0.3884
H -0.395 2.075 -4.574 0.4085
H -2.199 3.433 -4.460 0.4302
H -3.074 3.564 -2.984 0.4418
O 3.031 0.067 3.929 -0.5820
C 2.828 -1.173 3.541 0.4769
C 3.441 -2.157 4.329 -0.2952
C 3.328 -3.475 3.991 -0.0211
C 2.589 -3.891 2.844 -0.2050
C 1.971 -2.968 2.071 -0.0876
C 2.047 -1.574 2.381 -0.2122
C 1.336 -0.704 1.523 0.5586
O 0.672 -1.072 0.525 -0.6298
N 1.420 0.681 1.826 -0.1346
N 0.798 1.435 1.031 -0.2113
C 0.981 2.810 1.344 -0.1771
S 1.323 3.293 2.924 0.5848
C 1.772 4.995 2.452 -0.5295
C 0.933 5.380 1.252 -0.5314
S 0.856 3.945 0.125 0.6307
H 2.608 0.699 3.330 0.4999
H 4.008 -1.831 5.189 0.2720
H 3.815 -4.223 4.603 0.2595
H 2.527 -4.943 2.604 0.2581
H 1.403 -3.262 1.201 0.2402
H 2.843 4.991 2.242 0.2695
H 1.573 5.640 3.308 0.2984
H 1.367 6.215 0.702 0.2952
H -0.099 5.616 1.514 0.2700
C -1.686 -2.838 -3.426 -0.4196
N -2.472 -2.566 -2.220 -0.3347
C -3.616 -3.458 -1.974 -0.4238
C -2.199 -1.568 -1.416 0.7041
C -3.028 -1.377 -0.185 -0.7124
O -1.240 -0.766 -1.717 -0.6931
H -1.429 -3.895 -3.443 0.2378
H -0.779 -2.248 -3.421 0.2209
H -2.278 -2.606 -4.311 0.2315
H -3.687 -4.152 -2.805 0.2470
H -4.546 -2.895 -1.918 0.2287
H -3.475 -4.027 -1.057 0.2287
H -4.076 -1.237 -0.453 0.2714
H -2.692 -0.506 0.369 0.2313
H -2.973 -2.258 0.456 0.2660
```

The net charge is +3. Its total energy is -2461.09684 hartree. For the LUMO energy (alpha / beta), the calculation gives -12.07 / -12.07 eV. As for the relative energy (zero: lowest compared OMol25 entry of this formula, charge and spin): 10.8 kcal per mole.

(4)
The following is a quantum chemistry calculation of the molecule C4H5NO4S2 at a distorted geometry, from the Open Molecules 2025 dataset.

```
16
Properties=species:S:1:pos:R:3:nbo_charge:R:1
C 1.759 0.693 -0.276 -0.1183
C 0.731 -0.221 -0.171 -0.3232
C 1.783 2.095 -0.137 -0.4779
C -0.623 -0.127 0.149 0.3489
N -3.063 -1.499 0.139 -1.0360
O 3.098 4.392 -0.218 -0.8275
O -1.241 0.676 0.796 -0.4843
O -1.318 -2.635 -1.309 -0.9030
O -0.822 -2.352 1.072 -0.9473
S 3.225 2.960 -0.526 1.1672
S -1.400 -1.820 -0.112 2.1276
H 2.605 0.236 -0.609 0.2079
H 1.037 -1.183 -0.322 0.2304
H 0.931 2.510 0.228 0.2395
H -3.156 -1.262 1.158 0.3957
H -3.544 -2.462 0.136 0.4003
```

Its total energy is -1307.38225 hartree. For the LUMO energy (alpha / beta), the calculation gives -2.43 / -2.22 eV. As for the relative energy (zero: lowest compared OMol25 entry of this formula, charge and spin): 110.9 kcal per mole.

(5)
The following is a quantum chemistry calculation of a cluster of 4 separate species, C16H32NO8S in total at a distorted geometry, from the Open Molecules 2025 dataset.

```
58
Properties=species:S:1:pos:R:3:nbo_charge:R:1
C -0.139 1.638 -0.515 -0.7505
C -0.317 0.949 0.790 0.7200
O -1.319 0.406 1.174 -0.4944
N 0.857 0.961 1.717 -0.7060
S 0.611 1.889 3.076 0.6610
C 2.151 1.283 1.102 0.7100
C 2.787 0.119 0.451 -0.7292
O 2.598 2.396 1.169 -0.5002
H 0.507 1.029 -1.140 0.2721
H 0.321 2.608 -0.409 0.2655
H -1.109 1.703 -0.970 0.2626
H 0.038 3.085 2.661 0.2369
H -0.431 1.241 3.623 0.1814
H 3.100 -0.580 1.213 0.2579
H 3.637 0.433 -0.126 0.2653
H 2.059 -0.357 -0.190 0.2756
O 2.416 -1.517 -2.021 -0.6202
C 1.699 -1.959 -2.883 0.8202
O 0.374 -1.802 -2.751 -0.5171
C -0.561 -2.153 -3.783 -0.0695
C -0.916 -3.624 -3.749 -0.6381
C 2.252 -2.738 -4.046 -0.7527
H -0.188 -1.836 -4.757 0.1830
H -1.446 -1.554 -3.575 0.1958
H -0.046 -4.255 -3.929 0.2211
H -1.666 -3.850 -4.506 0.2278
H -1.312 -3.894 -2.771 0.2142
H 2.431 -3.763 -3.719 0.2732
H 3.199 -2.291 -4.336 0.2529
H 1.614 -2.747 -4.925 0.2213
O 2.956 -5.503 -1.257 -0.5681
C 2.145 -5.324 -0.396 0.7993
O 0.861 -5.659 -0.631 -0.5076
C -0.152 -5.625 0.376 -0.0709
C -0.736 -4.237 0.546 -0.6348
C 2.511 -4.658 0.910 -0.7450
H 0.226 -6.033 1.315 0.1790
H -0.921 -6.309 0.025 0.2033
H 0.017 -3.521 0.877 0.2025
H -1.544 -4.251 1.278 0.2220
H -1.130 -3.876 -0.404 0.2141
H 2.534 -3.580 0.751 0.2391
H 3.505 -4.994 1.194 0.2526
H 1.842 -4.885 1.736 0.2158
O -0.532 4.419 1.688 -0.6739
C -1.479 5.182 1.783 0.8457
O -1.233 6.423 2.135 -0.4667
C -2.224 7.471 2.139 -0.0740
C -3.031 7.477 3.419 -0.6400
C -2.893 4.712 1.565 -0.7468
H -2.847 7.405 1.248 0.1852
H -1.652 8.391 2.056 0.2159
H -3.600 6.555 3.545 0.2057
H -3.730 8.312 3.418 0.2379
H -2.371 7.574 4.280 0.2273
H -3.246 4.235 2.478 0.2537
H -2.893 3.979 0.762 0.2501
H -3.585 5.501 1.287 0.2386
```

The net charge is +1. Its total energy is -1683.45124 hartree. For the LUMO energy, the calculation gives -3.35 eV.

(6)
The following is a quantum chemistry calculation of a structure of composition C33H57FN2NiO2Si at a distorted geometry, from the Open Molecules 2025 dataset.

```
97
Properties=species:S:1:pos:R:3:lowdin_spin:R:1
O 2.296 1.241 0.826 0.0001
O 2.626 2.661 -1.682 0.0007
C 2.227 2.383 1.871 0.0002
C 2.464 1.917 3.276 0.0000
H 1.227 2.767 1.697 0.0002
H 2.954 3.126 1.534 0.0000
H 1.850 1.046 3.543 0.0000
H 2.202 2.743 3.948 0.0000
H 3.519 1.692 3.471 0.0000
C 3.639 0.690 0.483 -0.0001
C 4.648 1.793 0.496 0.0000
H 3.486 0.284 -0.511 0.0000
H 3.902 -0.115 1.187 0.0001
H 4.468 2.432 -0.371 0.0000
H 5.636 1.333 0.429 0.0000
H 4.641 2.379 1.419 0.0000
C 2.830 1.860 -2.838 0.0001
C 2.085 3.966 -1.883 0.0003
C 4.300 1.790 -3.169 0.0000
H 2.221 2.248 -3.667 0.0000
H 2.488 0.847 -2.590 0.0000
H 4.660 2.787 -3.437 0.0000
H 4.532 1.122 -4.001 0.0000
H 4.888 1.421 -2.325 0.0000
C 3.118 4.966 -2.353 0.0000
H 1.688 4.270 -0.907 0.0001
H 1.237 3.887 -2.581 0.0000
H 3.983 4.989 -1.694 0.0000
H 2.721 5.977 -2.393 0.0000
H 3.454 4.725 -3.362 0.0000
H 1.475 0.566 0.848 0.0001
N -1.922 -1.276 1.704 0.0682
C -3.148 -1.700 1.413 -0.0002
C -3.556 -1.983 0.098 0.0140
C -2.734 -2.254 -0.992 -0.0022
C -4.132 -1.881 2.531 0.0009
H -4.291 -0.946 3.090 -0.0004
H -3.780 -2.640 3.246 -0.0004
H -5.075 -2.225 2.095 0.0004
C -3.334 -2.749 -2.276 -0.0008
H -3.024 -3.782 -2.493 -0.0003
H -3.048 -2.135 -3.146 -0.0004
H -4.421 -2.722 -2.163 0.0001
N -1.400 -2.131 -0.938 0.0521
C -1.452 -1.089 3.039 0.0029
C -1.487 0.190 3.655 0.0065
C -1.948 1.415 2.927 0.0010
C -1.113 0.319 4.992 -0.0012
H -1.181 1.309 5.451 -0.0002
C -0.703 -0.797 5.716 0.0076
H -0.420 -0.693 6.761 0.0005
C -0.627 -2.048 5.100 -0.0011
H -0.318 -2.934 5.660 -0.0002
C -0.962 -2.203 3.758 0.0064
C -0.818 -3.542 3.110 0.0007
C -0.553 -2.968 -1.710 0.0051
C 0.140 -2.442 -2.823 0.0087
C 0.010 -0.995 -3.179 0.0028
C 0.837 -3.300 -3.666 -0.0015
H 1.300 -2.861 -4.554 -0.0003
C 0.912 -4.662 -3.378 0.0096
H 1.459 -5.321 -4.048 0.0007
C 0.276 -5.181 -2.247 -0.0012
H 0.304 -6.250 -2.007 -0.0002
C -0.459 -4.346 -1.409 0.0084
C -1.185 -4.929 -0.240 0.0010
Ni -0.604 -1.047 0.342 1.6515
H -1.110 2.031 2.551 0.0003
H -2.532 2.067 3.596 0.0001
H -2.580 1.136 2.085 0.0001
H -1.748 -3.864 2.619 0.0002
H -0.588 -4.300 3.868 0.0000
H 0.007 -3.560 2.388 0.0003
H 0.827 -0.670 -3.842 0.0002
H 0.038 -0.364 -2.284 0.0020
H -0.947 -0.789 -3.695 0.0005
H -0.831 -4.548 0.730 0.0002
H -1.019 -6.014 -0.236 0.0000
H -2.267 -4.743 -0.280 0.0004
H -4.623 -2.087 -0.060 0.0013
C -0.296 0.948 -0.286 0.0662
Si -1.631 2.049 -0.984 0.0129
H -0.025 1.485 0.643 0.0056
H 0.540 0.986 -1.015 0.0083
C -1.579 3.838 -0.339 0.0033
C -3.348 1.411 -0.595 0.0011
C -1.598 2.165 -2.866 0.0005
H -0.588 2.279 -3.289 0.0001
H -2.208 3.027 -3.203 0.0000
H -2.050 1.258 -3.296 0.0001
H -1.551 3.881 0.758 0.0000
H -2.510 4.361 -0.640 0.0006
H -0.739 4.438 -0.715 0.0000
H -3.460 1.099 0.451 0.0000
H -3.562 0.552 -1.251 0.0001
H -4.090 2.204 -0.809 0.0002
F 1.060 -1.270 1.315 0.0548
```

Its multiplicity is 3. Its expectation value of S² is 2.009. Its total energy is -3449.23518 hartree. For the LUMO energy (alpha / beta), the calculation gives 0.39 / 0.39 eV. As for the relative energy (zero: lowest compared OMol25 entry of this formula, charge and spin): 3.9 kcal per mole.

> The highest total energy belongs to which entry?

C4H5NO4S2